# H42O21

A cluster of 21 separate species, H42O21 in total at a distorted geometry (ωB97M-V/def2-TZVPD, OMol25).

Structure (XYZ):
```
63
Properties=species:S:1:pos:R:3:forces:R:3:mulliken_charge:R:1
O -0.31609 -0.00341 -1.66003 -1.3 1.5 0.4 -0.126
H -1.01383 0.69141 -1.65685 1.0 -0.2 -0.2 -0.031
H -0.87649 -0.72439 -1.36619 0.5 -0.9 -0.1 0.307
O -1.21543 3.41851 -2.93413 0.3 0.2 1.4 -0.745
H -0.51754 3.19057 -2.26928 -0.5 0.4 -0.8 0.353
H -2.00501 3.58687 -2.34931 0.8 -0.3 -0.6 0.434
O -1.44888 -3.07085 2.33583 0.7 -0.3 0.3 -0.553
H -1.74232 -3.45732 3.16953 -0.3 0.0 -0.2 0.258
H -0.49960 -2.95160 2.50817 -0.1 0.3 0.0 0.299
O -2.12116 1.14049 -3.90478 0.9 -0.2 0.6 -0.707
H -1.46285 1.88678 -3.77665 -1.6 -0.2 -0.3 0.337
H -2.92534 1.41174 -4.34594 0.2 0.6 -0.3 0.270
O 1.09902 1.09147 0.59513 -1.7 -1.6 0.4 0.303
H 1.50241 1.76143 0.07613 1.2 0.7 0.0 -0.026
H 1.54983 0.79329 1.38716 0.4 1.0 -0.1 -0.072
O -1.45848 1.56525 0.90730 -1.7 -0.3 0.0 -0.515
H -2.00935 2.20556 1.36596 0.4 0.0 0.7 0.272
H -0.58148 1.91456 0.80590 1.2 0.1 0.2 0.301
O 1.40584 3.35227 -1.28405 0.0 -0.8 0.2 -0.665
H 1.53391 4.29940 -1.30217 0.3 0.2 -0.2 0.273
H 2.22867 2.88174 -1.53272 -0.2 0.6 0.1 0.343
O -0.84445 0.48252 4.48798 -2.1 0.0 1.0 -0.654
H -0.48182 -0.31273 4.87133 0.2 -0.4 -0.4 0.351
H -0.74198 0.45179 3.53462 0.0 -0.1 0.3 0.325
O -3.02558 2.77764 -0.95059 -0.1 -0.3 -0.1 -0.800
H -2.57973 2.56509 -0.12092 0.1 0.5 0.2 0.593
H -2.82807 1.92012 -1.34202 -0.4 0.0 -0.8 0.145
O -4.48756 -0.32701 -2.78786 1.0 1.2 -0.1 -0.641
H -4.02487 0.51046 -2.55646 -0.8 -0.7 0.2 0.300
H -3.89786 -0.55823 -3.51679 -0.2 -0.7 -0.1 0.326
O -2.65103 -1.18524 0.45993 0.6 -0.3 -0.4 -0.620
H -1.72234 -1.40705 0.24279 -0.7 0.3 0.4 0.271
H -2.79234 -0.30776 0.08802 0.1 -0.1 0.1 0.261
O 3.53165 -0.42378 2.60676 0.0 0.7 1.4 -0.645
H 3.60757 0.21240 1.89132 0.4 -0.4 -0.3 0.237
H 3.97118 -1.26065 2.42824 -0.1 0.3 -0.8 0.311
O 0.91936 -1.33796 3.29506 0.9 -0.7 0.5 -0.558
H 0.48037 -0.66139 2.78400 0.1 0.2 -0.3 0.197
H 1.87709 -1.08621 3.34179 -1.1 -0.1 -0.5 0.351
O 2.44449 -1.80189 0.61028 0.9 -0.9 0.4 -0.582
H 2.33647 -0.87209 0.39843 -0.9 -0.3 -0.4 0.302
H 1.61740 -2.30397 0.60117 0.1 0.9 -0.5 0.282
O 3.17334 1.16526 -1.36104 1.1 0.1 -0.3 -0.676
H 2.54350 0.99399 -2.06470 -0.2 -0.6 -0.2 0.305
H 4.04727 0.86405 -1.69778 -1.0 0.3 0.2 0.278
O -0.38775 -1.03630 -4.07458 0.4 0.0 -0.2 -0.699
H -0.84512 -0.22350 -3.81828 -0.6 -0.3 -0.4 0.470
H 0.39460 -0.91279 -3.53000 0.3 -0.3 0.0 0.277
O -1.56214 -3.74524 -0.59982 -2.9 0.8 1.2 -0.637
H -2.40217 -3.33292 -0.20819 0.9 -0.8 -1.6 0.431
H -1.10608 -3.61263 0.22394 1.1 -0.4 0.8 0.158
O 0.94747 1.70369 3.70754 0.5 0.9 -2.6 -0.571
H 1.84017 1.36844 3.64145 0.2 0.5 1.2 0.255
H 0.53330 1.99813 4.51283 0.8 -0.6 0.7 0.317
O 3.01109 2.93496 1.64960 -1.3 -1.4 1.0 -0.555
H 3.87497 2.95558 2.04821 0.5 0.9 -0.8 0.283
H 2.75953 3.39198 0.85145 1.0 0.5 -0.1 0.233
O 0.68615 -5.20107 -0.07078 -0.1 1.3 -1.6 -0.591
H 1.64474 -5.24494 0.01473 -0.7 -0.7 1.0 0.301
H 0.01813 -5.58640 0.48912 0.9 -0.6 0.7 0.288
O 0.65072 -2.59795 -1.44264 -1.3 -2.1 0.2 -0.538
H 0.20105 -2.50713 -2.29873 0.1 0.2 0.1 0.266
H 0.14342 -3.43302 -1.10847 1.6 2.0 -0.9 0.343
```
Forces are in eV/Å.

Largest force on an atom in eV Å⁻¹: 3.28
Relative energy (zero: lowest compared OMol25 entry of this formula, charge and spin) in kcal/mol: 191.4
E in eV: -43677.513
HOMO in Ha: -0.3659

***

# C10H25INO5P2S2

A cluster of 3 separate species, C10H25INO5P2S2 in total at a distorted geometry (ωB97M-V/def2-TZVPD, OMol25).

Structure (XYZ):
```
46
Properties=species:S:1:pos:R:3:forces:R:3:mulliken_charge:R:1
N 1.90059 -0.18188 1.09773 0.2 -0.2 -0.2 -0.803
P 1.74612 -1.77813 0.96579 -0.2 1.5 0.2 0.064
P -0.17716 -2.48219 -0.08192 -1.2 -0.9 -0.8 0.522
C -1.17945 -2.02413 1.54068 0.4 0.9 -0.4 -0.472
C -2.56256 -1.54213 1.33087 -0.3 -1.1 1.6 0.312
O -3.49909 -1.86734 2.00446 0.1 0.3 -0.7 -0.552
I -3.02930 -0.11665 -0.27092 0.1 0.1 -0.2 -0.140
H 1.08239 0.24002 0.66387 -0.1 0.1 0.1 0.274
H 1.75380 -2.33690 2.27882 0.5 -0.5 -0.2 0.033
H 2.89524 -2.28928 0.28922 0.0 -0.5 0.5 0.046
H -0.36618 -1.11499 -0.56655 0.2 0.1 0.3 -0.223
H 0.54689 -2.82485 -1.23198 0.5 0.0 -0.1 -0.364
H 0.04217 -3.86247 0.40677 0.0 0.2 0.4 -0.019
H -1.41022 -2.91853 -0.75475 -0.1 0.1 0.1 0.003
H -0.63693 -1.19755 2.00763 0.1 0.2 -0.2 0.105
H -1.14543 -2.85357 2.24058 -0.5 -0.2 0.0 0.427
C -1.85569 4.25489 3.40782 -0.1 0.0 0.0 -0.543
C -3.32406 3.81619 3.31999 0.1 0.0 0.0 -0.635
C -3.33993 2.35921 2.83885 -0.3 0.4 0.0 -0.582
S -1.79179 1.63193 3.39113 -0.1 0.0 0.1 1.218
O -1.00177 1.30387 2.23940 0.1 -0.1 0.1 -0.545
O -2.05753 0.67352 4.43311 0.1 -0.1 -0.1 -0.747
C -1.12561 3.12430 4.12469 0.0 0.4 0.0 -0.807
H -1.74601 5.20076 3.93861 0.0 0.0 0.0 0.348
H -1.44787 4.38229 2.40269 0.0 0.0 0.0 0.286
H -3.78303 3.88437 4.30943 0.0 0.0 0.0 0.285
H -3.89716 4.45584 2.64915 0.0 0.0 0.0 0.329
H -4.16589 1.79526 3.26396 0.1 -0.2 -0.1 0.368
H -3.36662 2.29167 1.75337 0.1 -0.1 0.0 0.228
H -0.04718 3.14513 3.98621 0.0 -0.2 0.0 0.405
H -1.36894 3.10809 5.18707 0.0 -0.1 0.0 0.332
C 3.74514 -0.66419 -3.89788 -0.1 -0.1 -0.1 -0.645
C 3.14136 -0.70001 -5.31066 0.0 0.0 0.0 -0.616
C 1.99460 -1.71817 -5.29437 0.2 0.2 -0.3 -0.747
S 1.37594 -1.74598 -3.60143 0.2 0.5 0.0 1.178
O 1.66589 -3.04510 -3.06308 0.1 -0.3 -0.4 -0.683
O 0.06866 -1.14874 -3.57101 -0.1 -0.3 0.0 -0.676
C 2.56083 -0.58075 -2.94029 0.4 0.1 0.0 -0.423
H 4.42079 0.18087 -3.76944 0.0 0.0 0.0 0.365
H 4.31104 -1.58018 -3.71275 0.0 0.0 0.0 0.309
H 2.75260 0.28905 -5.56315 0.0 0.0 0.0 0.292
H 3.88630 -0.96040 -6.06323 0.0 0.0 0.0 0.322
H 1.18492 -1.43760 -5.96353 -0.1 -0.1 0.1 0.325
H 2.34402 -2.72004 -5.53575 0.0 0.0 0.1 0.348
H 2.80317 -0.85261 -1.91394 -0.2 0.0 0.0 0.158
H 2.10296 0.40710 -2.96523 -0.1 0.0 0.1 0.341
```
Forces are in eV/Å.

Largest force on an atom in eV Å⁻¹: 2.01
Total charge: -1
E in eV: -70847.994
HOMO in Ha: -0.1313

***

# C12H33N3NaO3

A structure of composition C12H33N3NaO3 at a distorted geometry (ωB97M-V/def2-TZVPD, OMol25).

Structure (XYZ):
```
52
Properties=species:S:1:pos:R:3:forces:R:3:mulliken_charge:R:1
Na 0.07984 -0.31809 -0.02563 0.0 -0.2 -0.8 0.544
C 4.35944 1.47383 -0.10207 -0.3 0.0 0.2 -1.405
C 2.83217 1.42574 0.03143 -0.5 2.3 -1.6 -0.098
C 2.09700 1.74572 -1.33406 0.5 -1.7 0.1 -0.778
O 0.70611 1.74183 -1.09810 -2.1 0.7 -0.9 0.030
C -0.11577 1.97606 -2.31528 0.6 0.1 0.1 -0.806
N 2.47132 0.15603 0.57844 -1.1 -0.5 -0.4 -0.243
H 4.83463 2.39112 -0.44975 -0.4 0.2 0.2 0.408
H 4.66435 0.69711 -0.80338 0.1 -0.2 0.0 0.404
H 4.70329 1.20345 0.89631 0.6 0.2 -0.2 0.388
H 2.38709 2.17874 0.68181 0.5 0.3 0.4 0.233
H 2.26751 0.90629 -2.00815 0.5 -0.3 -0.2 0.285
H 2.42688 2.62546 -1.88663 0.1 0.3 0.5 0.544
H 0.11736 2.91291 -2.82132 0.5 0.1 0.3 0.381
H -1.18855 2.03772 -2.13240 0.2 -0.2 0.8 0.197
H -0.00570 1.19666 -3.06929 0.4 -0.3 0.2 0.284
H 3.01454 -0.53222 0.07712 0.0 -0.7 0.5 0.218
H 2.60392 0.13237 1.57942 0.5 -0.2 -0.1 0.285
C -1.11181 -0.54977 4.36488 0.2 -0.5 -0.4 -1.441
C -1.33529 -0.43855 2.79597 0.2 0.4 1.9 0.292
C -1.23949 1.07046 2.52661 0.0 -0.3 -1.6 -0.958
O -1.44091 1.35562 1.09840 0.0 -0.3 1.1 0.177
C -1.45486 2.74343 0.78641 -0.1 -0.1 -0.3 -0.712
N -0.30402 -1.23901 2.14169 0.2 0.6 0.1 -0.443
H -2.00946 -0.28741 4.92477 0.2 0.0 0.0 0.415
H -0.22849 -0.00540 4.69882 -0.2 0.7 -0.2 0.431
H -0.78472 -1.56157 4.60441 -0.7 -0.3 0.0 0.420
H -2.32954 -0.82114 2.56535 0.2 0.0 -0.3 0.300
H -0.25617 1.44945 2.80508 0.6 -0.1 -0.2 0.452
H -1.89856 1.72887 3.09248 -0.5 -0.4 0.1 0.581
H -0.43776 3.06448 1.01118 0.2 0.5 0.1 0.351
H -2.19625 3.28584 1.37312 0.1 0.0 0.4 0.377
H -1.67206 2.92820 -0.26564 0.1 -0.5 0.2 0.189
H -0.29875 -2.20385 2.44031 -1.0 -0.6 -0.3 0.344
H 0.62676 -1.00753 2.45817 0.4 0.9 0.1 0.153
C -0.48416 -3.53637 -0.76688 0.0 0.5 -1.5 -1.196
C -0.29308 -2.63742 -2.07677 -1.6 -0.6 1.2 -0.170
C -1.55350 -1.78410 -2.40231 0.7 1.0 1.2 -0.871
O -1.82853 -0.82996 -1.30657 -0.1 -0.7 0.1 0.051
C -3.16264 -0.33806 -1.44066 0.0 0.5 -0.1 -1.075
N 0.90725 -1.79539 -1.92034 -0.2 -0.3 -0.2 -0.488
H 0.41729 -4.12141 -0.58460 0.2 0.3 0.2 0.432
H -1.24843 -4.30021 -0.91018 -0.2 0.2 -0.2 0.449
H -0.77221 -2.94004 0.09888 0.2 0.0 0.0 0.063
H -0.15130 -3.30511 -2.92659 -0.2 -0.2 -0.1 0.562
H -2.46164 -2.36693 -2.55623 0.3 -0.3 -0.1 0.530
H -1.37933 -1.11753 -3.24697 0.1 -0.4 -0.5 0.391
H -3.21738 0.29579 -2.32573 -0.3 -0.4 -0.5 0.411
H -3.48006 0.35233 -0.65919 0.6 -0.2 0.6 0.249
H -3.88955 -1.15013 -1.42517 0.0 0.0 -0.4 0.355
H 1.64006 -2.49023 -1.93720 0.6 -0.1 0.6 0.266
H 1.07317 -1.39807 -2.83396 -0.1 0.7 -0.3 0.242
```
Forces are in eV/Å.

Largest force on an atom in eV Å⁻¹: 2.84
Total charge: +2
Expectation value of S²: 0.76
2S+1: 2
E in eV: -27990.945
HOMO (spin up / spin down) in Ha: -0.5885 / -0.5797

***

# C3H6Br2NO

The ion C3H6Br2NO with charge +1 at a distorted geometry (ωB97M-V/def2-TZVPD, OMol25).

Structure (XYZ):
```
13
Properties=species:S:1:pos:R:3:forces:R:3:mulliken_charge:R:1
C -1.31075 -0.62338 0.54489 -0.3 3.1 -5.7 0.333
C 0.27538 -0.03695 -1.43331 0.6 0.2 3.0 -1.035
C -0.29394 0.35187 -0.01744 1.8 -0.6 -0.4 0.084
N 1.12828 0.19785 1.05126 -3.4 -2.1 -0.8 -0.492
O -1.06106 -1.18104 1.58187 0.5 -2.9 5.2 -0.275
Br -2.87384 -0.85848 -0.52639 0.4 -0.1 0.7 0.051
Br -0.89328 2.15966 0.03289 0.0 0.6 0.2 0.096
H 0.92887 0.78312 -1.72928 0.0 -0.3 -0.4 0.392
H -0.55706 -0.17504 -2.05708 -0.9 0.0 -1.1 0.397
H 0.78316 -1.00145 -1.27260 0.0 0.4 -0.5 0.351
H 0.81632 0.54228 1.95798 -0.1 -0.3 0.2 0.366
H 1.09233 -0.90222 1.04092 1.3 2.7 0.4 0.413
H 1.96561 0.74379 0.82629 -0.1 -0.7 -0.7 0.319
```
Forces are in eV/Å.

Largest force on an atom in eV Å⁻¹: 6.49
Total charge: +1
Expectation value of S²: 2.01
2S+1: 3
E in eV: -146818.680
HOMO (spin up / spin down) in Ha: -0.4126 / -0.5533

***

Question: Number 2 is which compound?
Answer: C10H25INO5P2S2

***

Question: The highest largest force on an atom belongs to which entry?
Answer: C3H6Br2NO